{
  "formula": "C24H21Cl2NO5",
  "method": "ωB97M-V/def2-TZVPD",
  "species": ["C", "O", "C", "C", "C", "C", "C", "O", "C", "C", "C", "C", "C", "C", "C", "C", "N", "C", "O", "C", "C", "Cl", "C", "C", "C", "C", "Cl", "C", "O", "O", "C", "C", "H", "H", "H", "H", "H", "H", "H", "H", "H", "H", "H", "H", "H", "H", "H", "H", "H", "H", "H", "H", "H"],
  "xyz": [[-5.07, -0.90, 2.43], [-3.95, -0.77, 1.59], [-4.01, 0.10, 0.55], [-5.10, 0.91, 0.25], [-5.06, 1.74, -0.84], [-3.95, 1.80, -1.66], [-2.85, 1.00, -1.38], [-1.70, 0.99, -2.11], [-1.61, 1.82, -3.24], [-2.88, 0.14, -0.28], [-1.71, -0.72, 0.01], [-1.04, -0.63, 1.22], [0.06, -1.43, 1.47], [0.51, -2.35, 0.53], [1.75, -3.16, 0.79], [2.99, -2.52, 0.14], [2.92, -1.08, 0.24], [3.98, -0.27, 0.14], [5.09, -0.66, -0.20], [3.70, 1.16, 0.49], [3.85, 2.16, -0.47], [4.28, 1.72, -2.08], [3.64, 3.49, -0.16], [3.27, 3.84, 1.13], [3.11, 2.87, 2.10], [3.32, 1.54, 1.78], [3.14, 0.33, 3.00], [3.18, -2.98, -1.33], [2.44, -3.77, -1.87], [4.24, -2.48, -1.93], [-0.18, -2.45, -0.68], [-1.27, -1.65, -0.93], [-4.80, -1.65, 3.16], [-5.95, -1.24, 1.87], [-5.31, 0.04, 2.94], [-5.99, 0.89, 0.87], [-5.92, 2.36, -1.07], [-3.95, 2.47, -2.51], [-0.62, 1.64, -3.66], [-2.37, 1.57, -3.99], [-1.70, 2.88, -2.98], [-1.37, 0.08, 1.96], [0.57, -1.34, 2.42], [1.91, -3.24, 1.86], [1.63, -4.16, 0.37], [3.90, -2.86, 0.66], [2.01, -0.70, 0.48], [3.76, 4.25, -0.92], [3.11, 4.87, 1.38], [2.83, 3.13, 3.11], [4.76, -1.87, -1.35], [0.16, -3.16, -1.42], [-1.80, -1.74, -1.87]],
  "orbital_gap_ha": 0.32446,
  "e_homo_ev": -8.4,
  "max_force_ev_per_a": 0.71,
  "lumo_ev": 0.444
}

{
  "formula": "C24H21Cl5N7O3Tl",
  "method": "ωB97M-V/def2-TZVPD",
  "species": ["Tl", "O", "C", "C", "C", "C", "C", "C", "C", "O", "N", "N", "C", "C", "C", "C", "C", "C", "C", "O", "H", "H", "H", "H", "H", "H", "H", "H", "H", "H", "C", "N", "C", "C", "N", "N", "C", "N", "N", "H", "H", "H", "H", "H", "H", "H", "H", "H", "H", "H", "Cl", "C", "C", "C", "Cl", "C", "Cl", "C", "Cl", "C", "Cl"],
  "xyz": [[0.16, -1.06, -0.72], [-2.12, 5.22, 0.78], [-1.91, 5.43, -0.46], [-2.00, 6.76, -0.99], [-1.80, 7.05, -2.31], [-1.50, 6.04, -3.23], [-1.40, 4.74, -2.77], [-1.58, 4.41, -1.43], [-1.38, 2.98, -1.07], [-1.06, 2.13, -1.90], [-1.57, 2.70, 0.25], [-1.34, 1.48, 0.82], [-1.63, 1.45, 2.06], [-1.54, 0.37, 3.02], [-2.19, 0.63, 4.23], [-2.30, -0.30, 5.25], [-1.75, -1.56, 5.06], [-1.05, -1.85, 3.91], [-0.86, -0.91, 2.85], [-0.09, -1.25, 1.90], [-1.85, 3.54, 0.81], [-2.23, 7.55, -0.27], [-1.89, 8.08, -2.65], [-1.36, 6.27, -4.28], [-1.17, 3.93, -3.45], [-2.06, 2.37, 2.49], [-2.64, 1.61, 4.37], [-2.81, -0.04, 6.17], [-1.85, -2.32, 5.83], [-0.61, -2.83, 3.77], [2.86, -0.53, 2.99], [3.98, -0.41, 2.06], [5.04, 0.44, 2.56], [3.61, -0.16, 0.71], [2.58, 0.43, 0.29], [4.63, -0.59, -0.16], [4.38, -1.01, -1.49], [5.46, -0.71, -2.33], [3.36, -1.66, -1.81], [3.21, -1.10, 3.86], [2.03, -1.05, 2.53], [2.50, 0.45, 3.35], [5.47, -0.01, 3.45], [4.67, 1.44, 2.83], [5.82, 0.56, 1.81], [1.95, 0.74, 1.03], [5.34, -1.13, 0.30], [6.03, 0.07, -2.02], [5.23, -0.67, -3.31], [3.26, -1.89, -2.79], [0.98, -4.73, -1.66], [-0.58, -4.39, -2.39], [-1.27, -3.27, -1.95], [-2.47, -3.03, -2.59], [-3.39, -1.63, -2.11], [-2.98, -3.84, -3.60], [-4.48, -3.48, -4.40], [-2.26, -4.97, -3.99], [-2.87, -6.02, -5.23], [-1.05, -5.26, -3.37], [-0.15, -6.67, -3.85]],
  "relative_energy_kcal_mol": 0.0,
  "total_charge": -2,
  "orbital_gap_ha": 0.21219,
  "e_homo_ev": -1.9,
  "max_force_ev_per_a": 0.99,
  "lumo_ev": 3.895
}

{
  "formula": "C24H21ClN2O3",
  "method": "ωB97M-V/def2-TZVPD",
  "species": ["O", "C", "N", "C", "C", "O", "C", "C", "C", "C", "C", "C", "C", "C", "C", "C", "C", "C", "N", "C", "O", "C", "C", "C", "C", "Cl", "C", "C", "C", "C", "H", "H", "H", "H", "H", "H", "H", "H", "H", "H", "H", "H", "H", "H", "H", "H", "H", "H", "H", "H", "H"],
  "xyz": [[1.51, 2.52, 0.38], [1.08, 1.40, 0.57], [1.89, 0.36, 0.89], [3.32, 0.48, 0.89], [3.94, -0.31, -0.27], [3.55, -1.66, -0.06], [4.44, -2.61, -0.59], [5.80, -2.51, 0.09], [6.33, -1.12, -0.13], [7.70, -0.86, -0.18], [8.16, 0.41, -0.42], [7.26, 1.44, -0.65], [5.91, 1.20, -0.60], [5.43, -0.08, -0.33], [-0.38, 1.08, 0.50], [-0.96, -0.01, 1.13], [-2.32, -0.23, 1.03], [-3.13, 0.63, 0.28], [-4.49, 0.34, 0.20], [-5.50, 1.07, -0.36], [-5.35, 2.16, -0.87], [-6.83, 0.42, -0.26], [-7.01, -0.96, -0.38], [-8.28, -1.51, -0.32], [-9.37, -0.68, -0.13], [-10.95, -1.37, -0.04], [-9.22, 0.69, -0.02], [-7.95, 1.23, -0.10], [-2.55, 1.73, -0.35], [-1.19, 1.95, -0.23], [1.54, -0.59, 0.86], [3.55, 1.55, 0.80], [3.72, 0.10, 1.83], [3.49, 0.04, -1.22], [3.97, -3.59, -0.41], [4.55, -2.47, -1.68], [6.49, -3.25, -0.32], [5.68, -2.70, 1.16], [8.39, -1.68, -0.03], [9.23, 0.60, -0.45], [7.62, 2.44, -0.85], [5.21, 2.00, -0.79], [-0.37, -0.68, 1.74], [-2.77, -1.08, 1.53], [-4.76, -0.51, 0.68], [-6.17, -1.61, -0.56], [-8.42, -2.58, -0.42], [-10.08, 1.32, 0.11], [-7.80, 2.30, -0.04], [-3.17, 2.41, -0.92], [-0.73, 2.80, -0.71]],
  "relative_energy_kcal_mol": 0.0,
  "orbital_gap_ha": 0.32816,
  "e_homo_ev": -8.7,
  "max_force_ev_per_a": 0.55,
  "lumo_ev": 0.225
}

{
  "formula": "C24H21FN2O4",
  "method": "ωB97M-V/def2-TZVPD",
  "species": ["C", "N", "C", "O", "C", "H", "H", "O", "C", "C", "C", "C", "C", "C", "H", "H", "C", "O", "C", "C", "C", "C", "C", "C", "H", "H", "H", "H", "H", "H", "H", "C", "H", "H", "C", "O", "N", "C", "C", "C", "C", "C", "C", "H", "H", "F", "H", "H", "H", "H", "H", "H"],
  "xyz": [[1.35, -0.07, -2.14], [1.85, 0.12, -0.85], [1.80, -0.69, 0.11], [2.22, -0.63, 1.20], [0.91, -2.27, -0.28], [1.47, -2.84, -0.67], [0.63, -2.69, 1.01], [-0.33, -1.95, -0.98], [-1.38, -1.21, -0.43], [-2.43, -1.20, -1.15], [-3.63, -0.24, -0.69], [-3.66, 0.31, 0.42], [-2.38, -0.04, 1.19], [-1.28, -0.50, 0.93], [-0.44, -0.64, 1.40], [-2.46, 0.63, 2.37], [-4.66, 0.86, 1.06], [-4.56, 1.94, 1.80], [-5.95, 0.69, 0.53], [-6.42, -0.71, 0.57], [-7.72, -1.13, 0.02], [-8.76, -0.06, 0.05], [-8.33, 1.30, 0.10], [-7.10, 1.61, 0.58], [-6.78, 2.77, 0.30], [-8.99, 1.97, -0.12], [-9.63, -0.62, -0.39], [-7.89, -2.01, -0.03], [-5.72, -1.55, 0.75], [-4.41, -0.41, -1.28], [-2.46, -1.54, -2.15], [2.24, 1.41, -0.67], [2.08, 1.72, 0.51], [1.81, 2.05, -1.23], [3.76, 1.35, -0.76], [4.35, 2.15, -1.69], [4.46, 0.74, 0.05], [5.79, 0.49, 0.63], [6.74, 1.04, -0.48], [7.98, 0.83, -0.19], [8.53, -0.19, 0.94], [7.37, -0.56, 1.88], [6.08, -0.38, 1.46], [5.38, -0.88, 2.12], [7.72, -1.20, 2.39], [9.92, -0.46, 0.97], [8.94, 0.98, -0.90], [6.60, 1.47, -1.28], [3.85, 0.39, 0.81], [1.94, 0.43, -2.82], [1.22, -1.07, -2.50], [0.38, 0.48, -2.48]],
  "relative_energy_kcal_mol": 452.3,
  "orbital_gap_ha": 0.29002,
  "e_homo_ev": -8.7,
  "max_force_ev_per_a": 17.84,
  "lumo_ev": -0.784
}

{
  "formula": "C24H21FeN8O4",
  "method": "ωB97M-V/def2-TZVPD",
  "species": ["Fe", "C", "C", "O", "C", "C", "C", "N", "N", "C", "O", "C", "C", "C", "C", "C", "C", "H", "H", "H", "H", "H", "H", "H", "H", "H", "H", "H", "H", "O", "C", "O", "C", "C", "C", "C", "C", "N", "H", "H", "H", "H", "N", "C", "N", "C", "N", "C", "C", "N", "C", "C", "N", "H", "H", "H", "H", "H"],
  "xyz": [[-0.18, -0.90, -0.38], [-3.19, -3.52, -1.74], [-2.63, -2.28, -1.09], [-1.35, -2.30, -0.94], [-3.46, -1.27, -0.67], [-3.01, -0.10, 0.02], [-4.04, 0.89, 0.49], [-1.75, 0.14, 0.22], [-1.43, 1.33, 0.87], [-0.14, 1.35, 1.05], [0.64, 0.37, 0.74], [0.47, 2.54, 1.70], [-0.31, 3.63, 2.08], [0.29, 4.73, 2.67], [1.66, 4.75, 2.89], [2.44, 3.66, 2.51], [1.84, 2.56, 1.92], [-2.64, -3.72, -2.66], [-3.04, -4.37, -1.07], [-4.25, -3.43, -1.95], [-4.53, -1.38, -0.82], [-5.04, 0.56, 0.21], [-3.98, 1.01, 1.58], [-3.83, 1.88, 0.07], [-1.37, 3.60, 1.91], [-0.32, 5.58, 2.97], [2.13, 5.61, 3.35], [3.51, 3.68, 2.68], [2.43, 1.70, 1.61], [2.41, -3.81, -0.86], [1.61, -2.97, -0.50], [1.26, -1.89, -1.13], [0.97, -3.07, 0.87], [1.26, -4.07, 1.78], [0.65, -4.03, 3.03], [-0.22, -2.99, 3.32], [-0.46, -2.03, 2.35], [0.12, -2.09, 1.16], [1.97, -4.84, 1.49], [0.86, -4.79, 3.77], [-0.71, -2.91, 4.28], [-1.13, -1.19, 2.52], [-1.07, 0.71, -4.04], [-1.35, 0.14, -2.87], [-0.26, 0.14, -2.14], [0.68, 0.71, -2.92], [0.23, 1.08, -4.09], [2.08, 0.95, -2.51], [3.01, 1.45, -3.43], [4.26, 1.67, -3.08], [4.59, 1.39, -1.82], [3.66, 0.90, -0.91], [2.40, 0.68, -1.25], [-1.68, 0.87, -4.82], [-2.32, -0.25, -2.58], [2.72, 1.66, -4.45], [5.62, 1.57, -1.52], [3.94, 0.69, 0.12]],
  "relative_energy_kcal_mol": 0.0,
  "s2": 0.7679,
  "multiplicity": 2,
  "orbital_gap_ha": [0.29024, 0.27995],
  "e_homo_ev": [-7.6, -7.5],
  "max_force_ev_per_a": 0.85,
  "lumo_ev": [0.346, 0.093]
}

{
  "formula": "C24H21GaN4O3S2",
  "method": "ωB97M-V/def2-TZVPD",
  "species": ["Ga", "O", "N", "N", "O", "C", "C", "C", "C", "C", "C", "H", "H", "H", "H", "H", "O", "S", "C", "C", "C", "C", "C", "C", "C", "C", "C", "C", "C", "C", "H", "H", "H", "H", "H", "H", "H", "H", "H", "H", "N", "C", "S", "C", "C", "C", "N", "C", "C", "H", "H", "H", "H", "H", "H"],
  "xyz": [[0.58, -0.53, 0.70], [0.75, -1.22, 2.43], [0.66, -2.52, 2.45], [0.53, -3.06, 1.32], [0.49, -2.34, 0.19], [0.41, -4.48, 1.19], [0.50, -5.29, 2.32], [0.37, -6.66, 2.18], [0.14, -7.21, 0.93], [0.06, -6.40, -0.19], [0.19, -5.03, -0.07], [0.68, -4.85, 3.29], [0.44, -7.29, 3.05], [0.03, -8.28, 0.82], [-0.11, -6.83, -1.17], [0.13, -4.38, -0.94], [-0.84, 0.54, 0.37], [-1.20, 1.87, -0.41], [-1.86, 2.91, 0.86], [-2.81, 2.47, 1.77], [-3.28, 3.35, 2.72], [-2.81, 4.66, 2.75], [-1.86, 5.09, 1.83], [-1.37, 4.21, 0.88], [-2.63, 1.39, -1.35], [-3.49, 0.39, -0.95], [-4.60, 0.13, -1.73], [-4.85, 0.87, -2.88], [-3.97, 1.87, -3.27], [-2.84, 2.13, -2.51], [-3.18, 1.45, 1.74], [-4.02, 3.02, 3.44], [-3.18, 5.35, 3.50], [-1.50, 6.11, 1.86], [-0.63, 4.54, 0.16], [-3.29, -0.20, -0.06], [-5.29, -0.66, -1.43], [-5.72, 0.65, -3.48], [-4.15, 2.44, -4.17], [-2.14, 2.91, -2.81], [6.71, 1.48, -2.05], [5.67, 2.23, -1.66], [5.68, 3.87, -1.83], [4.49, 1.53, -1.09], [3.49, 2.25, -0.44], [2.38, 1.62, 0.07], [2.21, 0.28, -0.05], [3.17, -0.44, -0.65], [4.31, 0.14, -1.17], [7.51, 1.96, -2.44], [6.76, 0.48, -1.96], [3.60, 3.32, -0.33], [1.62, 2.16, 0.60], [3.01, -1.51, -0.72], [5.03, -0.50, -1.65]],
  "total_charge": 2,
  "orbital_gap_ha": 0.25304,
  "e_homo_ev": -13.6,
  "max_force_ev_per_a": 1.16,
  "lumo_ev": -6.687
}

Please write out number 4 again, unchanged.
{
  "formula": "C24H21FN2O4",
  "method": "ωB97M-V/def2-TZVPD",
  "species": ["C", "N", "C", "O", "C", "H", "H", "O", "C", "C", "C", "C", "C", "C", "H", "H", "C", "O", "C", "C", "C", "C", "C", "C", "H", "H", "H", "H", "H", "H", "H", "C", "H", "H", "C", "O", "N", "C", "C", "C", "C", "C", "C", "H", "H", "F", "H", "H", "H", "H", "H", "H"],
  "xyz": [[1.35, -0.07, -2.14], [1.85, 0.12, -0.85], [1.80, -0.69, 0.11], [2.22, -0.63, 1.20], [0.91, -2.27, -0.28], [1.47, -2.84, -0.67], [0.63, -2.69, 1.01], [-0.33, -1.95, -0.98], [-1.38, -1.21, -0.43], [-2.43, -1.20, -1.15], [-3.63, -0.24, -0.69], [-3.66, 0.31, 0.42], [-2.38, -0.04, 1.19], [-1.28, -0.50, 0.93], [-0.44, -0.64, 1.40], [-2.46, 0.63, 2.37], [-4.66, 0.86, 1.06], [-4.56, 1.94, 1.80], [-5.95, 0.69, 0.53], [-6.42, -0.71, 0.57], [-7.72, -1.13, 0.02], [-8.76, -0.06, 0.05], [-8.33, 1.30, 0.10], [-7.10, 1.61, 0.58], [-6.78, 2.77, 0.30], [-8.99, 1.97, -0.12], [-9.63, -0.62, -0.39], [-7.89, -2.01, -0.03], [-5.72, -1.55, 0.75], [-4.41, -0.41, -1.28], [-2.46, -1.54, -2.15], [2.24, 1.41, -0.67], [2.08, 1.72, 0.51], [1.81, 2.05, -1.23], [3.76, 1.35, -0.76], [4.35, 2.15, -1.69], [4.46, 0.74, 0.05], [5.79, 0.49, 0.63], [6.74, 1.04, -0.48], [7.98, 0.83, -0.19], [8.53, -0.19, 0.94], [7.37, -0.56, 1.88], [6.08, -0.38, 1.46], [5.38, -0.88, 2.12], [7.72, -1.20, 2.39], [9.92, -0.46, 0.97], [8.94, 0.98, -0.90], [6.60, 1.47, -1.28], [3.85, 0.39, 0.81], [1.94, 0.43, -2.82], [1.22, -1.07, -2.50], [0.38, 0.48, -2.48]],
  "relative_energy_kcal_mol": 452.3,
  "orbital_gap_ha": 0.29002,
  "e_homo_ev": -8.7,
  "max_force_ev_per_a": 17.84,
  "lumo_ev": -0.784
}